# 1
Here is a 4-piece molecular cluster, C11H30O14P3 overall at a distorted geometry from OMol25. Energies are from wB97M-V/def2-TZVPD.

```
! wB97M-V def2-TZVPD RIJCOSX def2/J DEFGRID3
* xyz -1 1
C 1.3009 -1.6459 2.7050
C 2.1818 -1.5663 1.4529
O 3.4076 -1.4451 1.5024
O 1.7028 -1.4633 0.3231
H 1.7651 -1.0761 3.5099
H 1.3833 -2.6781 3.0454
H 0.2269 -1.5519 2.5439
C -2.7936 -2.5616 1.2337
O -3.6220 -3.0643 2.2756
P -4.5145 -2.1181 3.2191
O -5.5363 -1.3001 2.5224
O -5.1505 -3.0153 4.4280
C -6.0697 -2.4492 5.3693
O -3.3922 -1.2319 3.9579
C -2.3452 -1.8004 4.8017
H -2.9206 -3.1919 0.3536
H -1.7244 -2.6020 1.4421
H -3.1274 -1.6202 0.7973
H -6.1124 -1.3740 5.5434
H -5.9239 -3.0851 6.2424
H -7.0054 -2.7628 4.9064
H -2.7392 -2.6160 5.4080
H -2.0486 -1.0421 5.5264
H -1.6422 -2.2050 4.0736
C -1.7767 -1.6142 -4.9253
O -0.5923 -1.8640 -4.2812
P 0.3244 -0.6636 -3.7974
O 1.6412 -0.9235 -3.1388
O -0.6498 0.2343 -2.8536
C -1.1546 -0.4595 -1.6685
O 0.4276 0.3351 -5.0701
C 1.6021 0.5790 -5.7839
H -2.1776 -0.6074 -4.8076
H -2.5633 -2.2940 -4.5978
H -1.6764 -1.8034 -5.9941
H -0.9156 -1.5228 -1.6483
H -2.2317 -0.3489 -1.5432
H -0.6581 -0.0172 -0.8048
H 2.5311 0.1076 -5.4631
H 1.6587 1.6543 -5.6146
H 1.4867 0.4287 -6.8573
C 6.0589 3.4959 -1.8371
O 5.2079 3.4581 -0.7050
P 3.7220 2.8927 -0.8117
O 3.5242 1.7064 -1.6557
O 2.9180 4.2209 -1.1705
C 2.4136 5.1421 -0.2917
O 3.1640 2.7313 0.7269
C 1.9140 2.0338 1.0162
H 5.5612 3.6585 -2.7932
H 6.7587 2.6602 -1.8336
H 6.5769 4.4549 -1.8479
H 1.3346 5.0977 -0.4399
H 2.6960 6.1241 -0.6710
H 2.7812 5.1161 0.7341
H 2.0711 1.2224 1.7269
H 1.5644 1.5081 0.1276
H 1.1574 2.7231 1.3910
*
```

The orbital gap comes out at 5.73 eV. The highest occupied orbital energy is -3.298 eV.

# 2
Here is C11H30O8V as an isolated structure at a distorted geometry from OMol25. Energies are from wB97M-V/def2-TZVPD.

```
! wB97M-V def2-TZVPD RIJCOSX def2/J DEFGRID3
* xyz 0 4
V 0.5852 0.5678 0.6382
C 1.2917 2.4767 2.3080
O 1.5552 3.4606 2.9705
O 2.0956 1.7082 1.8140
O 0.1457 2.2397 1.9262
C 1.4165 -0.7892 4.4047
C 0.5805 -1.6266 3.3531
O -0.0970 -0.7324 2.4880
H 1.9784 -1.4232 5.0905
H 0.8048 -0.1586 5.0499
H 2.1728 -0.1481 3.9520
H -0.0977 -2.3217 3.8480
H 1.2542 -2.3003 2.8235
H -0.8151 -0.4570 3.0625
C -0.0386 2.7935 -3.3363
C -0.5457 2.4972 -1.9666
O 0.4276 1.7008 -1.3127
H 0.2727 1.8891 -3.8590
H 0.7925 3.4988 -3.3284
H -0.9184 3.1617 -3.8639
H -1.5353 2.0465 -1.8907
H -0.7028 3.4408 -1.4442
H 1.1757 2.3024 -1.3001
C 3.0564 -2.6516 -0.8798
C 2.5748 -1.9805 0.4214
O 2.5213 -0.6244 0.2296
H 2.7692 -3.7002 -0.9579
H 4.1381 -2.7525 -0.7914
H 2.8248 -2.1762 -1.8329
H 3.3177 -2.2152 1.1837
H 1.6015 -2.3738 0.7150
H 3.4156 -0.2846 0.3098
C -1.3783 -1.2564 -2.8126
C -0.0542 -1.3547 -1.9970
O -0.2962 -1.1275 -0.6507
H -1.1330 -1.2637 -3.8746
H -1.9141 -0.3175 -2.6727
H -2.0518 -2.0868 -2.6009
H 0.6236 -0.6578 -2.4898
H 0.4509 -2.3185 -2.0600
H -0.9139 -1.8236 -0.4151
C -4.0175 1.0117 -0.7466
C -3.3391 0.3251 0.3689
O -2.0368 0.8115 0.7176
H -3.8420 2.0709 -0.5586
H -5.0825 0.7797 -0.7351
H -3.6061 0.7840 -1.7299
H -3.1328 -0.7373 0.2392
H -4.0650 0.3891 1.1795
H -2.2292 1.7043 1.0134
*
```

The orbital gap (alpha / beta) comes out at 5.90 / 6.04 eV. The highest occupied orbital energy (alpha / beta) is -5.892 / -6.038 eV. As for the expectation value of S²: 3.76.

# 3
Here is C11H31AlNO7P2S as an isolated structure from OMol25. Energies are from wB97M-V/def2-TZVPD.

```
! wB97M-V def2-TZVPD RIJCOSX def2/J DEFGRID3
* xyz -1 1
C 4.2668 0.9875 2.6409
N 3.8108 -0.2511 3.2495
C 2.4949 -0.7323 2.7807
Al 2.3536 -1.2937 0.8555
C 3.7257 -0.5625 -0.4181
C 4.0920 -1.4481 -1.6325
C 5.3419 -2.2586 -1.3761
O 6.4345 -1.7663 -1.2756
O 5.2010 -3.5933 -1.2673
P 2.1939 -3.6803 0.6765
O 3.2344 -4.4167 1.4760
P 0.2388 -0.5406 -0.0598
O 0.3294 0.6997 -1.1409
O -0.6425 0.0778 1.1404
S -0.7459 -1.9932 -0.9390
H 3.5451 1.3451 1.8988
H 4.3877 1.7772 3.3898
H 5.2207 0.8774 2.1189
H 4.5050 -0.9767 3.1541
H 2.2158 -1.5856 3.4080
H 1.7521 0.0368 3.0175
H 3.3121 0.3716 -0.8150
H 4.6558 -0.2736 0.0766
H 3.2562 -2.0940 -1.9154
H 4.3429 -0.8274 -2.4961
H 4.2772 -3.8450 -1.3720
H 0.8765 -4.1172 0.9613
H 2.1814 -4.0796 -0.6997
H 0.8724 1.4052 -0.7691
H -1.5989 0.0584 0.9167
C -4.7662 -0.3473 2.5124
C -4.5298 0.3160 1.1653
C -5.7261 0.1825 0.2374
O -3.3565 -0.2024 0.5439
H -4.9460 -1.4176 2.3775
H -3.8927 -0.2292 3.1530
H -5.6338 0.0821 3.0159
H -4.3106 1.3753 1.3199
H -5.9321 -0.8734 0.0403
H -5.5252 0.6696 -0.7160
H -6.6190 0.6258 0.6810
H -3.4817 -1.1429 0.3633
C -1.3613 3.3930 -3.2575
C -2.6194 2.6074 -2.9143
C -3.1045 2.9181 -1.5042
O -2.4084 1.2144 -3.0763
H -0.5561 3.1164 -2.5723
H -1.0351 3.1621 -4.2715
H -1.5289 4.4692 -3.1775
H -3.4068 2.8585 -3.6307
H -2.3392 2.6305 -0.7776
H -4.0086 2.3514 -1.2817
H -3.3151 3.9826 -1.3792
H -1.7285 0.9571 -2.4359
*
```

The orbital gap comes out at 7.17 eV. The highest occupied orbital energy is -4.666 eV.

# 4
Here is C11H31BN2P2V as an isolated structure at a distorted geometry from OMol25. Energies are from wB97M-V/def2-TZVPD.

```
! wB97M-V def2-TZVPD RIJCOSX def2/J DEFGRID3
* xyz 3 3
V 0.0206 -0.7229 -0.5636
H -1.0808 -1.9453 1.6522
H 0.9693 0.0950 -1.6217
P -2.6913 -0.0033 -0.1856
P 1.9056 -1.4796 0.9168
C 1.2410 -1.9306 2.5837
H 1.9928 -2.4381 3.1966
H 0.8937 -1.0426 3.1329
H 0.3830 -2.6077 2.5387
C 2.9460 -2.9240 0.4188
H 3.5454 -2.6504 -0.4592
H 3.6375 -3.1767 1.2363
H 2.3711 -3.8155 0.1435
C 3.2626 -0.2886 1.3976
H 2.8611 0.6588 1.7825
H 3.8863 -0.7629 2.1735
H 3.8874 -0.0629 0.5206
C -3.6626 -1.4810 -0.4998
H -4.6835 -1.2256 -0.7908
H -3.2320 -2.1219 -1.2693
H -3.7191 -2.0869 0.4056
C -3.5506 0.9067 1.1367
H -2.9744 1.7877 1.4638
H -4.5457 1.2380 0.7831
H -3.6854 0.2653 2.0206
C -2.6210 1.1088 -1.6125
H -2.3863 0.6213 -2.5650
H -3.6243 1.5495 -1.7111
H -1.9241 1.9516 -1.5271
H 0.4239 0.3471 -3.2643
H 1.9142 -0.3301 -2.9936
H 0.8348 -2.3105 -1.6872
H -0.8368 -1.7087 -2.8450
B 0.3195 -1.6542 -2.5849
N 0.9515 -0.2886 -2.6785
H -1.3948 -2.3350 2.2413
H -1.4552 -0.4201 0.4890
C 1.1318 3.9837 0.1376
C 0.8002 3.0745 1.1308
C 0.5161 1.7513 0.8209
N 0.5517 1.3315 -0.4589
C 0.9152 2.2076 -1.4407
C 1.2255 3.5261 -1.1650
H 1.2920 5.0280 0.3639
H 0.7109 3.3972 2.1494
H 0.2530 0.9923 1.5617
H 0.9537 1.8372 -2.4663
H 1.4702 4.1548 -2.0082
*
```

The orbital gap (alpha / beta) comes out at 8.18 / 6.86 eV. The highest occupied orbital energy (alpha / beta) is -19.114 / -17.596 eV. As for the expectation value of S²: 2.42. The energy above the lowest of the compared OMol25 structures with the same formula, charge and spin comes out at 4.4 kcal/mol.